# 1
{"formula": "C23H21N3O3S", "method": "ωB97M-V with the def2-TZVPD basis set", "species": ["C", "C", "C", "C", "C", "C", "C", "C", "N", "C", "S", "C", "C", "O", "N", "C", "C", "C", "C", "C", "O", "N", "C", "C", "C", "C", "C", "C", "C", "O", "H", "H", "H", "H", "H", "H", "H", "H", "H", "H", "H", "H", "H", "H", "H", "H", "H", "H", "H", "H", "H"], "coordinates": [[1.0116, 1.1557, 3.6513], [1.9993, 1.5018, 2.5801], [3.2524, 2.0105, 2.8880], [4.1441, 2.3456, 1.8855], [3.7937, 2.1855, 0.5578], [2.5501, 1.6779, 0.2102], [2.1377, 1.5269, -1.2200], [1.6741, 1.3296, 1.2353], [0.3885, 0.7951, 0.9043], [0.1937, -0.5486, 0.9107], [1.6087, -1.5538, 1.2049], [0.7797, -3.1709, 1.2315], [-0.1156, -3.4410, 0.0236], [-1.1389, -4.0732, 0.1301], [0.4112, -3.0399, -1.1553], [-0.3683, -3.0227, -2.3786], [-0.7306, -1.6238, -2.7607], [0.0347, -0.6021, -3.2471], [-0.8209, 0.5222, -3.3446], [-2.0383, 0.0986, -2.9117], [-1.9913, -1.1936, -2.5550], [-0.9180, -1.1448, 0.6964], [-2.0229, -0.3844, 0.4319], [-3.2475, -1.0212, 0.2123], [-4.3611, -0.2652, -0.0713], [-4.2805, 1.1264, -0.1420], [-3.0795, 1.7642, 0.0715], [-1.9360, 1.0171, 0.3618], [-0.6587, 1.6792, 0.6033], [-0.4593, 2.8744, 0.5704], [1.4014, 1.4215, 4.6299], [0.0760, 1.6914, 3.4910], [0.7926, 0.0876, 3.6461], [3.5256, 2.1506, 3.9232], [5.1153, 2.7420, 2.1411], [4.4881, 2.4613, -0.2218], [1.7303, 0.5342, -1.4067], [1.3596, 2.2536, -1.4547], [2.9812, 1.6942, -1.8842], [1.5832, -3.9078, 1.2717], [0.1752, -3.2410, 2.1347], [1.2409, -2.4641, -1.1388], [-1.2759, -3.5973, -2.1820], [0.2098, -3.4985, -3.1775], [1.0691, -0.6492, -3.5227], [-0.5621, 1.5017, -3.6898], [-2.9789, 0.6018, -2.8123], [-3.2787, -2.0975, 0.2650], [-5.3094, -0.7525, -0.2436], [-5.1655, 1.7034, -0.3658], [-2.9897, 2.8390, 0.0226]], "atomic_forces_ev_per_a": [[0.0, 0.0, 0.0], [-0.1, 0.0, -0.1], [0.0, 0.0, 0.0], [0.0, 0.0, 0.0], [0.0, 0.0, 0.0], [-0.1, -0.1, 0.1], [0.0, 0.0, 0.0], [0.5, 0.3, 0.1], [0.0, 0.3, 0.0], [-0.4, -0.8, 0.0], [0.4, -0.1, 0.1], [-0.2, 0.4, 0.1], [0.5, -0.2, 0.1], [-0.4, -0.3, 0.0], [0.3, -0.1, -0.3], [-0.2, 0.1, 0.1], [0.9, 0.1, -0.3], [-0.3, -0.6, 0.1], [-0.5, 0.0, 0.2], [0.3, 0.8, -0.3], [-0.2, -0.5, 0.1], [0.4, -0.1, 0.3], [-0.2, 0.8, 0.0], [-0.1, 0.1, 0.0], [0.1, -0.2, 0.0], [0.0, 0.2, 0.0], [0.1, 0.0, 0.0], [-0.4, -0.4, 0.0], [0.0, 0.1, 0.0], [0.0, 0.0, 0.0], [0.0, 0.0, 0.1], [-0.1, 0.0, 0.1], [0.0, -0.1, 0.0], [0.0, 0.0, 0.1], [0.1, 0.0, 0.0], [0.1, 0.0, -0.1], [0.0, 0.0, -0.1], [-0.1, 0.0, -0.1], [0.1, 0.0, -0.1], [0.0, 0.0, 0.0], [0.0, -0.1, -0.2], [-0.1, 0.0, 0.1], [0.1, 0.0, -0.1], [-0.2, 0.0, 0.1], [0.2, -0.1, 0.0], [0.0, 0.2, -0.1], [-0.2, 0.0, 0.1], [0.0, -0.1, 0.0], [-0.1, -0.1, 0.0], [-0.1, 0.1, 0.0], [0.0, 0.1, 0.0]], "orbital_gap_ev": 8.91, "charge": 0, "energy_ha": -1677.29080, "relative_energy_kj_mol": 0.0, "smiles": "Cc1cccc(C)c1-n1c(SCC(=O)NCc2ccco2)nc2ccccc2c1=O", "homo_ev": -8.41, "spin_multiplicity": 1}

***

# 2
{"formula": "C23H21N3O4", "method": "ωB97M-V with the def2-TZVPD basis set", "species": ["C", "O", "C", "C", "C", "C", "C", "C", "N", "C", "C", "O", "C", "C", "C", "C", "O", "C", "C", "C", "C", "N", "C", "C", "C", "C", "C", "O", "N", "C", "H", "H", "H", "H", "H", "H", "H", "H", "H", "H", "H", "H", "H", "H", "H", "H", "H", "H", "H", "H", "H"], "coordinates": [[-4.4437, -4.2971, 0.9031], [-3.9894, -3.0946, 0.3324], [-4.8714, -2.0681, 0.1852], [-6.2043, -2.0977, 0.5823], [-7.0026, -0.9842, 0.3803], [-6.4935, 0.1596, -0.2044], [-5.1642, 0.1959, -0.6082], [-4.5722, 1.4289, -1.2414], [-3.4116, 1.8993, -0.5039], [-3.7031, 2.4137, 0.8093], [-2.1966, 1.7519, -1.0664], [-2.0463, 1.2897, -2.1879], [-0.9795, 2.1494, -0.3057], [0.3080, 1.6332, -0.6158], [1.1353, 2.2787, 0.2536], [2.6079, 2.2118, 0.4738], [3.0488, 0.9584, 0.0133], [4.3787, 0.6550, 0.0834], [5.3631, 1.5174, 0.6066], [6.6745, 1.1306, 0.6408], [7.0710, -0.1312, 0.1576], [8.3740, -0.4716, 0.2116], [8.7301, -1.6407, -0.2376], [7.8338, -2.5815, -0.7812], [6.5066, -2.2611, -0.8473], [6.0773, -1.0026, -0.3707], [4.7389, -0.5852, -0.3962], [0.4127, 3.1170, 1.0158], [-0.8890, 3.0307, 0.6605], [-4.3632, -0.9154, -0.4117], [-3.5839, -4.9652, 0.9052], [-4.7887, -4.1501, 1.9320], [-5.2477, -4.7455, 0.3105], [-6.6297, -2.9743, 1.0445], [-8.0367, -1.0147, 0.6908], [-7.1275, 1.0211, -0.3521], [-4.2330, 1.2012, -2.2562], [-5.3160, 2.2308, -1.2810], [-2.7910, 2.7311, 1.3041], [-4.2053, 1.6444, 1.4019], [-4.3713, 3.2741, 0.7215], [0.5500, 0.9060, -1.3591], [3.0965, 3.0285, -0.0818], [2.8154, 2.3457, 1.5455], [5.0911, 2.4901, 0.9859], [7.4356, 1.7828, 1.0391], [9.7866, -1.8693, -0.1733], [8.2017, -3.5325, -1.1347], [5.7790, -2.9487, -1.2558], [3.9754, -1.2361, -0.7938], [-3.3308, -0.9094, -0.7247]], "atomic_forces_ev_per_a": [[-0.1, -0.2, 0.1], [0.0, 0.3, -0.1], [0.0, 0.2, -0.1], [0.1, -0.3, 0.1], [0.0, 0.1, 0.0], [0.0, 0.0, -0.1], [-0.1, -0.1, 0.1], [0.1, -0.1, -0.4], [-0.2, 0.0, -0.1], [0.0, 0.1, 0.4], [-0.4, 0.1, -0.1], [0.3, -0.1, 0.0], [1.1, 0.2, 0.3], [0.4, 0.4, 0.5], [-0.5, -0.6, -0.7], [0.1, 0.4, 0.2], [-0.1, -0.1, -0.1], [0.2, -0.5, -0.2], [0.0, 0.2, 0.1], [-0.2, 0.0, 0.0], [-0.6, -0.2, -0.2], [0.5, 0.1, 0.1], [0.1, 0.1, 0.0], [-0.4, 0.0, -0.1], [0.3, -0.1, 0.0], [0.3, 0.3, 0.2], [-0.3, 0.4, 0.1], [0.7, -0.1, 0.0], [-0.9, 0.1, -0.2], [0.0, -0.2, 0.1], [-0.1, 0.0, 0.0], [0.0, 0.0, -0.1], [0.0, 0.0, 0.0], [0.0, -0.1, 0.0], [-0.1, 0.0, 0.0], [-0.1, 0.1, 0.0], [-0.1, 0.1, 0.2], [0.0, -0.1, 0.0], [-0.3, 0.0, 0.1], [0.0, 0.0, 0.0], [0.0, 0.0, 0.0], [0.1, -0.2, -0.2], [0.0, -0.1, 0.1], [0.0, 0.0, -0.2], [0.0, 0.1, 0.0], [0.1, 0.1, 0.0], [0.1, -0.1, 0.0], [0.0, -0.1, 0.0], [0.0, -0.1, 0.0], [-0.1, -0.1, 0.0], [0.2, 0.0, 0.0]], "orbital_gap_ev": 8.65, "charge": 0, "energy_ha": -1354.23004, "relative_energy_kj_mol": 338.6, "smiles": "COc1cccc(CN(C)C(=O)c2cc(COc3ccc4ncccc4c3)on2)c1", "homo_ev": -8.49, "spin_multiplicity": 1}

***

# 3
{"formula": "C23H21N3O4S", "method": "ωB97M-V with the def2-TZVPD basis set", "species": ["C", "C", "C", "C", "C", "S", "O", "O", "N", "C", "C", "C", "C", "C", "C", "C", "C", "N", "C", "O", "N", "C", "C", "C", "C", "C", "C", "C", "O", "C", "C", "H", "H", "H", "H", "H", "H", "H", "H", "H", "H", "H", "H", "H", "H", "H", "H", "H", "H", "H", "H", "H"], "coordinates": [[-1.2801, -0.6796, 4.0109], [-0.2038, -0.1801, 3.1039], [-0.4004, 0.9990, 2.3882], [0.5691, 1.4665, 1.5224], [1.7427, 0.7530, 1.3719], [2.9927, 1.3511, 0.2476], [4.2803, 1.3188, 0.8757], [2.5414, 2.5767, -0.3374], [3.1019, 0.1918, -0.9714], [1.8835, -0.3874, -1.5007], [0.9271, 0.6931, -1.8641], [1.0452, 1.7771, -2.6923], [-0.1518, 2.4989, -2.5640], [-0.9415, 1.7971, -1.6743], [-2.2398, 2.1196, -1.1847], [-3.0417, 1.3594, -0.4050], [-4.2635, 1.8885, 0.0558], [-5.2676, 2.3052, 0.4228], [-2.7975, -0.0542, 0.0471], [-2.8702, -0.3918, 1.2096], [-2.6130, -0.9212, -0.9706], [-2.5015, -2.3496, -0.7468], [-1.0763, -2.8396, -0.7694], [-0.4911, -3.2633, -1.9557], [0.8070, -3.7434, -1.9657], [1.5330, -3.8026, -0.7879], [0.9619, -3.3637, 0.3955], [-0.3351, -2.8799, 0.4045], [-0.2726, 0.6888, -1.2591], [1.9694, -0.4086, 2.0815], [0.9927, -0.8717, 2.9469], [-2.2003, -0.7914, 3.4399], [-1.0129, -1.6331, 4.4589], [-1.4700, 0.0405, 4.8051], [-1.3252, 1.5411, 2.5129], [0.4462, 2.3816, 0.9643], [3.7960, -0.4945, -0.7188], [1.3835, -1.0477, -0.7773], [2.1480, -0.9751, -2.3874], [1.8992, 2.0310, -3.2830], [-0.4101, 3.4153, -3.0541], [-2.5812, 3.1101, -1.4593], [-2.4669, -0.5758, -1.9052], [-2.9406, -2.5381, 0.2363], [-3.0901, -2.8640, -1.5126], [-1.0602, -3.2350, -2.8744], [1.2483, -4.0827, -2.8912], [2.5404, -4.1917, -0.7926], [1.5250, -3.4074, 1.3155], [-0.7816, -2.5352, 1.3247], [2.9096, -0.9255, 1.9632], [1.1618, -1.7783, 3.5102]], "atomic_forces_ev_per_a": [[-0.1, 0.0, 0.0], [0.1, 0.0, 0.0], [0.2, 0.0, 0.0], [-0.1, 0.2, 0.0], [0.4, 0.3, -0.4], [0.4, -0.2, -0.2], [0.0, -0.3, 0.1], [-0.3, -0.1, 0.2], [0.2, 0.7, 0.6], [-0.6, -0.2, 0.0], [0.2, 0.3, -0.9], [-0.1, -0.7, 0.2], [-0.5, -0.4, 0.5], [0.6, 0.6, -0.7], [-0.4, -0.5, 0.5], [0.8, 0.2, -0.4], [-0.5, 0.3, 0.2], [-0.3, 0.1, 0.1], [0.1, -0.2, -0.5], [-0.1, 0.0, 0.3], [-0.1, -0.2, -0.2], [0.0, 0.0, 0.1], [-0.1, 0.0, 0.0], [0.0, 0.0, 0.0], [0.1, 0.0, -0.1], [0.1, 0.0, 0.0], [0.0, -0.1, 0.0], [0.0, 0.0, -0.1], [-0.2, 0.0, 0.1], [0.1, -0.1, 0.0], [0.0, 0.1, -0.1], [-0.1, -0.1, 0.0], [0.0, -0.1, 0.1], [0.0, 0.0, 0.1], [-0.1, 0.1, 0.0], [-0.1, 0.1, -0.1], [0.2, -0.1, 0.1], [0.1, 0.0, -0.2], [0.0, 0.1, 0.2], [0.3, 0.0, -0.1], [-0.1, 0.2, -0.1], [0.0, 0.0, 0.0], [-0.1, 0.1, 0.1], [0.0, -0.1, -0.2], [0.0, 0.0, 0.1], [-0.1, 0.0, -0.1], [0.0, 0.0, -0.1], [0.1, 0.0, 0.0], [0.1, 0.0, 0.1], [-0.1, 0.1, 0.1], [0.1, -0.1, 0.0], [0.0, -0.1, 0.1]], "orbital_gap_ev": 8.01, "charge": 0, "energy_ha": -1752.44921, "relative_energy_kj_mol": 186.5, "smiles": "Cc1ccc(S(=O)(=O)NCc2ccc(/C=C(/C#N)C(=O)NCc3ccccc3)o2)cc1", "homo_ev": -8.59, "spin_multiplicity": 1}